{
  "formula": "C36H88N4O10",
  "method": "the ωB97M-V functional and the def2-TZVPD basis",
  "symbols": ["C", "C", "C", "C", "C", "C", "N", "O", "C", "C", "C", "H", "H", "H", "H", "H", "H", "H", "H", "H", "H", "H", "H", "H", "H", "H", "H", "H", "H", "H", "C", "C", "C", "C", "C", "C", "N", "O", "C", "C", "C", "H", "H", "H", "H", "H", "H", "H", "H", "H", "H", "H", "H", "H", "H", "H", "H", "H", "H", "H", "C", "C", "C", "C", "C", "C", "N", "O", "C", "C", "C", "H", "H", "H", "H", "H", "H", "H", "H", "H", "H", "H", "H", "H", "H", "H", "H", "H", "H", "H", "C", "C", "C", "C", "C", "C", "N", "O", "C", "C", "C", "H", "H", "H", "H", "H", "H", "H", "H", "H", "H", "H", "H", "H", "H", "H", "H", "H", "H", "H", "O", "H", "H", "O", "H", "H", "O", "H", "H", "O", "H", "H", "O", "H", "H", "O", "H", "H"],
  "positions_angstrom": [[1.56028, 2.56281, 1.11205], [2.83026, 3.39798, 1.57007], [2.36651, 4.69740, 2.29600], [3.32537, 5.42201, 3.27874], [4.16073, 4.43212, 4.10211], [4.69319, 3.19369, 3.30300], [3.63091, 2.56944, 2.46182], [4.08892, 1.36126, 1.89547], [5.90591, 3.69887, 2.46169], [5.17172, 2.09251, 4.32589], [3.52627, 3.85480, 0.26677], [1.07333, 1.99658, 1.90601], [1.83994, 1.79869, 0.38678], [0.76062, 3.13269, 0.63889], [2.21932, 5.49820, 1.57132], [1.45825, 4.56518, 2.88394], [2.72103, 6.03890, 3.94381], [3.94973, 6.11414, 2.71374], [3.60767, 4.06808, 4.96796], [4.95532, 5.08122, 4.47005], [6.77439, 3.91751, 3.08300], [6.45136, 2.96230, 1.87173], [5.65765, 4.61381, 1.92378], [5.80976, 1.33234, 3.87516], [5.56636, 2.59249, 5.21041], [4.26831, 1.52883, 4.55873], [4.46854, 4.38018, 0.42231], [2.74526, 4.38199, -0.28114], [3.74497, 2.98892, -0.35816], [4.72308, 1.63974, 1.23072], [-1.91885, -3.66290, 1.57799], [-3.14651, -4.20602, 0.84752], [-3.84516, -3.07538, 0.06521], [-3.08085, -2.78005, -1.27514], [-3.05194, -4.00517, -2.11631], [-2.38084, -5.28883, -1.38262], [-2.90093, -5.41404, 0.00695], [-2.35056, -6.46027, 0.75005], [-3.06230, -6.49914, -1.99503], [-0.87762, -5.28912, -1.56710], [-4.20264, -4.51175, 1.90889], [-1.09342, -3.57493, 0.87158], [-1.66112, -4.36442, 2.37143], [-2.03145, -2.69568, 2.06780], [-4.92544, -3.19643, -0.01507], [-3.68962, -2.16142, 0.63844], [-2.09098, -2.49250, -0.92077], [-3.52054, -1.93085, -1.79824], [-2.51128, -3.65424, -2.99531], [-4.00248, -4.21904, -2.60501], [-2.79433, -6.43947, -3.04989], [-2.75672, -7.48605, -1.64759], [-4.14565, -6.39887, -1.92858], [-0.71219, -5.19759, -2.64058], [-0.42957, -4.48402, -0.98471], [-0.43071, -6.22661, -1.23621], [-3.90272, -5.34257, 2.54756], [-5.23566, -4.68690, 1.60841], [-4.12875, -3.72281, 2.65737], [-1.42823, -6.21812, 0.86085], [-1.39848, -1.25237, -6.22099], [-0.52434, -0.70877, -5.11619], [0.96559, -0.81035, -5.66978], [1.94681, 0.09365, -4.94691], [1.41775, 1.50662, -4.84822], [0.10313, 1.62781, -4.11294], [-0.83791, 0.68701, -4.75415], [-2.11091, 0.76875, -4.21542], [0.30229, 1.48300, -2.60089], [-0.35443, 3.08189, -4.29914], [-0.47778, -1.69231, -3.84622], [-0.95155, -2.19290, -6.54311], [-1.53663, -0.52081, -7.01713], [-2.35813, -1.42314, -5.73313], [1.27149, -1.85222, -5.57484], [1.01380, -0.63334, -6.74423], [2.91654, 0.06030, -5.44351], [2.17015, -0.14434, -3.90692], [1.30344, 2.05888, -5.78098], [2.12169, 2.00678, -4.18308], [1.02903, 2.19561, -2.21085], [-0.58683, 1.57510, -1.97713], [0.64973, 0.50967, -2.25445], [-1.29419, 3.33200, -3.80680], [0.33751, 3.84701, -3.94714], [-0.59267, 3.16409, -5.35960], [0.32130, -1.39273, -3.16812], [-0.32643, -2.72908, -4.14674], [-1.31769, -1.65051, -3.15275], [-2.69150, 0.81333, -4.97866], [-4.07299, 0.42677, 1.14382], [-2.61714, 1.00236, 1.21910], [-2.65489, 2.34970, 0.41607], [-3.16510, 3.43964, 1.19950], [-2.32204, 3.66252, 2.45756], [-2.27433, 2.41312, 3.42669], [-2.05626, 1.18280, 2.58734], [-2.14537, 0.01525, 3.33419], [-1.08237, 2.49696, 4.38773], [-3.59299, 2.42591, 4.18382], [-1.56621, 0.06875, 0.55207], [-4.77018, 1.22785, 1.38938], [-4.17081, -0.38509, 1.86452], [-4.36613, 0.12091, 0.13952], [-1.65788, 2.49659, 0.00074], [-3.29078, 2.29049, -0.46723], [-4.23732, 3.32904, 1.36138], [-3.14954, 4.29895, 0.52909], [-2.72012, 4.52599, 2.99053], [-1.33162, 4.04743, 2.21465], [-1.41672, 3.10540, 5.22803], [-0.82509, 1.52058, 4.79835], [-0.31536, 2.92937, 3.74522], [-4.47323, 2.47213, 3.54262], [-3.64726, 1.56757, 4.85345], [-3.56790, 3.28974, 4.84810], [-0.57247, 0.51168, 0.48585], [-1.95082, -0.01768, -0.46415], [-1.50691, -0.85982, 1.11984], [-1.24402, -0.21493, 3.57124], [1.94901, -0.56418, 3.18770], [1.56711, -0.70954, 2.32210], [2.59532, 0.12863, 3.05159], [2.96589, -2.98395, -2.49531], [2.93933, -3.86118, -2.87741], [2.45600, -3.05802, -1.68861], [1.06320, -1.30987, 0.91195], [1.57400, -0.85575, 0.24180], [0.87783, -2.16848, 0.53161], [2.05315, -3.60477, -0.02871], [2.82267, -3.43559, 0.51484], [1.84819, -4.52691, 0.12586], [3.06676, -0.49271, -1.21469], [3.20625, -1.07156, -1.96416], [3.87930, 0.00827, -1.14389], [3.59830, -3.12525, 2.50617], [3.03836, -2.37113, 2.32177], [3.00708, -3.77655, 2.88365]],
  "forces_ev_per_a": [[0.5161, -0.1456, 0.2757], [-0.9760, 0.1763, -0.7141], [0.2953, 0.6497, 0.8807], [-0.0821, -1.3238, -0.4596], [-0.3631, 0.0213, -0.5157], [1.2264, -0.0894, -0.1079], [-0.3192, 0.7007, 1.7105], [-0.3604, 0.6782, 0.0022], [0.5304, -0.1107, 0.6589], [-1.1930, 0.5867, -1.0072], [-0.2258, -0.9534, 0.0200], [0.2283, 0.2210, 0.4465], [0.2783, 0.0204, -0.1278], [0.2418, 0.5351, -0.0131], [-0.7231, -0.4773, -0.4397], [-0.2547, -0.4614, -0.3849], [0.0228, 0.0372, 0.0279], [0.3237, -0.0890, 0.0432], [-0.2065, -0.0185, -0.0377], [0.5945, -0.7106, 0.2838], [-0.3116, 0.5397, 0.7814], [-0.8641, -0.3305, -0.8215], [0.2170, -0.2389, -0.1904], [0.4288, 0.4201, 0.0857], [0.2640, -0.3197, -0.0559], [-0.0672, 0.1194, 0.4979], [-0.4404, 0.3919, -0.1744], [0.4555, 0.4814, -0.1468], [0.1573, -0.2041, -0.0405], [0.4838, -0.2060, -0.4930], [0.4673, -0.5011, -0.1935], [-1.4629, 0.2153, 0.1269], [1.5864, 0.9569, -1.2587], [-1.3721, -0.2601, 2.1360], [1.1115, -0.5816, -0.2508], [-2.0637, 0.0993, 0.1322], [-1.2257, 2.4170, 0.3759], [0.0613, 0.0690, -0.3550], [0.4186, -0.0921, -1.7879], [-0.3965, -0.1194, 0.2168], [0.7792, -0.7669, 1.6139], [0.2627, -0.0310, 0.1866], [0.3624, -0.0996, -0.0608], [-0.4107, 0.0230, -0.1481], [0.0735, -0.3677, -0.4184], [-0.2587, -0.1431, 0.3627], [0.2834, 0.0612, -0.4375], [0.0190, 0.0757, -0.0617], [0.8848, -0.8471, -0.1987], [-0.4761, -0.3583, 0.7740], [-0.1473, -0.4146, -0.4673], [0.1587, 0.2540, 0.3669], [0.1069, -0.0342, 0.1659], [0.4539, 0.2012, 0.0718], [0.2498, 0.1281, -0.3874], [0.0284, -0.0473, 0.0409], [0.0699, -0.5564, -0.3174], [0.1985, 0.1767, -0.3770], [-0.5315, 0.5563, -0.2118], [0.7482, -0.1337, 0.3174], [-0.7488, 0.3469, 1.1795], [2.9758, -0.7141, 1.5295], [-0.5282, 0.0729, 0.6750], [-0.1239, 0.2516, -0.1576], [0.5763, 0.2511, 0.4219], [-0.4827, 0.0232, 0.9778], [0.9361, 0.2203, -1.5323], [-0.9646, -0.0800, 0.9176], [-0.0041, -1.1414, 1.0356], [-1.2912, -0.1909, -0.7408], [-0.3572, 0.9896, -0.2143], [-0.3058, 0.0637, -0.2564], [0.2336, -0.1512, -0.1751], [-0.3731, -0.4079, -0.4689], [-0.0657, -0.1114, 0.1683], [-0.2274, 0.4655, -0.1228], [0.0487, 0.1328, -0.1463], [-0.2554, -0.8047, -0.0111], [0.3149, -0.2214, -0.2622], [0.2132, 0.5855, -0.3781], [0.0369, 0.1984, -0.2042], [-0.4490, 0.4570, -0.4654], [0.4033, -0.1956, -0.4063], [-0.0995, -0.4283, 0.3071], [0.4306, -0.3433, -0.2634], [0.2996, 0.5312, -0.2139], [0.4786, -0.1478, -0.4032], [0.0597, 0.0485, -0.0604], [-0.6101, 0.1122, -0.5266], [-0.1124, 0.2021, -0.0697], [0.7862, 0.4068, 0.6922], [0.3818, -0.2223, -0.6269], [0.9722, -2.7182, -0.6545], [-0.0400, 2.1334, 0.7972], [-0.2984, 0.0109, 0.5397], [-0.6844, -0.3217, -1.4757], [0.1535, 2.2933, -0.6701], [-0.7760, -0.4336, 0.4381], [-1.0378, 0.1783, -0.5942], [0.1585, -0.2764, 0.6916], [-1.4970, 0.6833, -0.1430], [-0.1131, -0.0350, 0.3340], [-0.2411, -0.0504, -0.1428], [0.3919, -0.2772, -0.0431], [0.2558, 0.4642, 0.2835], [-0.0760, -0.7696, -0.1380], [-0.0349, -0.2464, 0.6182], [0.2307, 0.6097, 0.3017], [-0.3283, -0.1354, 0.4585], [0.3440, -0.5867, -0.4330], [0.6013, 0.4068, -0.0033], [0.1764, 0.0872, -0.2218], [0.5947, -0.0712, 0.7948], [0.0553, -0.0662, 0.0115], [-0.1862, -0.2398, -0.1787], [-0.2797, 0.2237, -0.0736], [-0.2018, 0.1614, 0.3061], [0.2407, -0.8001, -0.2619], [0.0129, -0.0283, -0.5350], [0.3771, -0.0825, -0.1786], [0.2551, 0.2484, 1.2896], [-0.4416, -0.3541, -0.6402], [0.2878, 0.2622, 0.0201], [0.3963, 0.7685, -1.0130], [0.0324, -0.3117, -0.1290], [-0.2884, -0.4114, 0.8632], [-0.5489, 0.5736, 0.0111], [0.4872, 0.1563, -0.5523], [0.2271, -0.6966, -0.0815], [-0.6828, 0.6068, -0.5925], [0.7443, 0.0765, 0.5781], [-0.1898, -1.0768, 0.1058], [-0.3788, 0.5439, 0.3682], [0.0404, -0.7246, -0.4386], [0.2457, 0.1383, 0.1556], [0.6384, -0.2350, -0.3644], [-0.3513, 0.6236, 0.2989], [-0.2749, -0.2800, 0.1544]],
  "homo_energy_ev": [0.157, -5.856],
  "homo_lumo_gap_ha": [0.06939, 0.28893],
  "e_tot_ev": -65188.4760,
  "multiplicity": 2,
  "charge": -1,
  "s2": 0.751,
  "e_above_lowest_kj_mol": 0.00
}